Entry from OMol25: C38H35BiN8O2S3 as an isolated structure at a distorted geometry (wB97M-V/def2-TZVPD).

Properties
charge = 0
highest occupied orbital energy = -6.877 eV
energy above the lowest of the compared OMol25 structures with the same formula, charge and spin = 54.3 kcal/mol
E_LUMO = -0.9 eV
Kohn-Sham gap = 6.010 eV
DFT total energy = -94333.3751 eV

Last column: Mulliken charge in e.
CARTESIAN COORDINATES (ANGSTROEM)
Bi -1.301 -0.602 -1.534  2.216
N -4.192 1.394 1.229  -0.338
C -3.735 1.020 0.064  0.476
S -2.515 1.953 -0.773  -0.573
N -4.208 -0.141 -0.404  -1.047
N -3.738 -0.348 -1.696  0.424
C -4.614 -0.950 -2.489  -0.591
C -4.247 -1.233 -3.849  1.207
C -5.380 -1.549 -4.657  -1.041
C -5.173 -1.913 -5.944  -0.570
C -3.890 -1.863 -6.506  -0.442
C -2.810 -1.446 -5.777  -0.679
C -2.899 -1.153 -4.384  0.293
O -1.822 -0.834 -3.702  -0.464
H -3.621 1.881 1.897  0.111
H -4.990 0.966 1.564  0.225
H -5.669 -1.209 -2.207  0.111
H -6.316 -1.641 -4.148  0.356
H -6.006 -2.154 -6.572  0.393
H -3.763 -2.269 -7.526  0.329
H -1.800 -1.604 -6.176  0.308
O 2.726 -1.984 -2.325  -0.761
C 1.629 -1.386 -2.356  0.023
N 0.444 -2.012 -2.143  -0.571
C 0.502 -3.295 -1.420  -0.184
C -0.886 -3.853 -1.172  0.597
C -1.118 -5.214 -1.512  -0.700
C -2.408 -5.793 -1.406  -0.401
C -3.403 -5.017 -0.875  -0.808
C -3.092 -3.721 -0.464  -0.513
N -1.901 -3.097 -0.726  0.138
C 1.473 0.018 -2.856  0.561
C 2.432 0.498 -3.695  -0.396
C 2.275 1.853 -4.153  -0.465
C 1.115 2.523 -3.833  -0.742
C 0.171 1.971 -3.014  -0.159
N 0.341 0.749 -2.551  -0.007
H 0.955 -3.060 -0.499  -0.078
H 1.221 -3.952 -1.941  0.324
H -0.248 -5.813 -1.888  0.345
H -2.612 -6.788 -1.834  0.383
H -4.371 -5.421 -0.777  0.472
H -3.782 -3.163 0.094  0.518
H 3.264 -0.169 -3.905  0.510
H 3.060 2.306 -4.809  0.368
H 0.801 3.537 -4.144  0.368
H -0.733 2.515 -2.720  0.451
S -0.407 -1.189 2.065  -0.234
C 0.592 0.016 2.800  -0.026
N 1.916 -0.175 3.096  0.394
C 2.719 0.956 3.437  -0.433
C 2.287 2.149 2.540  -0.883
N 0.843 2.399 2.717  0.515
C 0.323 3.697 2.293  -1.456
C 0.298 4.772 3.332  1.191
C 0.867 6.003 3.000  -0.648
C 0.728 7.010 3.875  -0.539
C 0.138 6.873 5.119  -0.530
C -0.298 5.612 5.521  -0.536
C -0.200 4.525 4.640  -0.284
C 0.048 1.325 2.949  0.123
S -1.456 1.570 3.627  -0.243
C 2.425 -1.509 3.352  -1.070
C 3.732 -1.769 2.567  0.339
C 4.983 -1.742 3.253  -0.422
C 6.179 -2.009 2.629  -0.425
C 6.166 -2.523 1.333  -0.480
C 4.941 -2.708 0.697  -0.605
C 3.719 -2.250 1.248  -0.161
H 3.787 0.719 3.147  0.397
H 2.683 1.244 4.544  0.220
H 2.472 2.113 1.452  0.338
H 2.812 3.088 2.891  0.408
H -0.736 3.583 2.066  0.375
H 0.928 4.112 1.433  0.387
H 1.404 6.182 2.081  0.325
H 1.021 7.936 3.583  0.476
H -0.101 7.728 5.799  0.311
H -0.838 5.442 6.465  0.336
H -0.467 3.536 4.909  0.289
H 1.645 -2.170 3.004  0.424
H 2.635 -1.620 4.422  0.396
H 5.010 -1.413 4.283  0.377
H 7.103 -1.833 3.239  0.308
H 7.121 -2.800 0.817  0.321
H 4.975 -3.171 -0.286  0.433
H 2.839 -2.248 0.576  0.313